1.
{"formula": "C3H9NSi", "method": "ωB97M-V with the def2-TZVPD basis set", "orbital_gap_ev": 9.1, "e_above_lowest_kcal_mol": 44.7, "e_homo_ev": -8.41, "largest_force_ev_per_a": 4.21, "e_lumo_ev": 0.68, "species": ["C", "C", "C", "N", "Si", "H", "H", "H", "H", "H", "H", "H", "H", "H"], "coordinates": [[-2.142129, -0.765960, -0.510430], [-1.471992, -0.235258, 0.461632], [1.376485, -1.003437, -0.640272], [0.597168, 1.923997, -0.208088], [0.282127, 0.231631, 0.194070], [-2.995300, -1.356071, -0.227173], [-1.893084, -0.538098, -1.553218], [-1.522176, -0.465874, 1.588512], [2.458729, -0.582638, -0.659218], [1.395176, -1.908213, -0.078753], [1.070620, -1.294560, -1.620401], [1.490411, 2.274622, 0.103256], [-0.194530, 2.549951, -0.614304], [1.383414, -0.014446, 2.065192]], "forces_ev_per_angstrom": [[-1.52, -0.35, -0.86], [2.82, 0.21, 3.12], [1.66, 1.18, -0.17], [-2.56, -0.80, -0.82], [2.78, 1.79, 2.53], [-0.54, -0.27, -0.67], [-0.26, -0.46, 0.30], [-0.97, 0.21, -1.83], [-1.85, -0.67, -0.05], [0.05, -0.65, 0.74], [-0.12, 0.05, -1.01], [-0.39, 0.65, -0.33], [2.58, -1.30, 1.33], [-1.68, 0.41, -2.28]]}

2.
{"formula": "C3H6N7O3", "method": "ωB97M-V with the def2-TZVPD basis set", "orbital_gap_ev": 9.3, "smiles": "CN1N=NN(C#[N+]O)[C@@]1(N)ON=O", "e_above_lowest_kcal_mol": 53.2, "total_charge": 1, "e_homo_ev": -13.85, "largest_force_ev_per_a": 4.72, "e_lumo_ev": -4.57, "species": ["C", "C", "C", "N", "N", "N", "N", "N", "N", "N", "O", "O", "O", "H", "H", "H", "H", "H", "H"], "coordinates": [[-0.339627, -0.177820, 0.177765], [1.977128, 0.941676, -0.099256], [-2.880000, 0.302058, 0.456081], [-0.071738, 2.309492, 0.117467], [-1.225560, 1.969406, 0.254138], [-0.370277, -0.971558, -0.989207], [0.743700, 1.173272, 0.135892], [-1.512969, 0.710033, 0.388036], [0.721037, -2.115220, 1.352254], [2.980484, 0.553910, -0.588802], [0.690587, -2.932084, 0.510990], [0.128291, -0.930778, 1.287472], [4.206541, 0.236876, -0.321182], [-3.272273, 0.342643, -0.602810], [-2.875742, -0.702603, 0.807142], [-3.444350, 0.985270, 1.064508], [0.302241, -1.726369, -1.041550], [-0.514882, -0.399232, -1.805914], [4.757413, 0.431027, -1.103020]], "forces_ev_per_angstrom": [[0.17, -0.51, -1.33], [-1.08, 0.74, 0.05], [-0.66, -0.01, -2.41], [2.25, 1.94, -0.30], [-1.90, 0.91, 0.30], [-0.18, 1.78, 1.38], [-0.41, -3.56, -0.04], [3.27, -1.63, 0.29], [2.10, -3.79, 1.88], [-1.04, 0.67, -0.80], [-0.57, 1.33, -0.67], [-2.00, 3.59, -0.59], [1.17, -0.20, 0.90], [-0.04, -0.27, 1.21], [-0.41, -0.70, 0.41], [-0.08, 0.08, 0.41], [-0.19, 0.10, -0.19], [-0.07, -0.30, -0.40], [-0.34, -0.16, -0.10]]}

3.
{"formula": "C26H30N2O5", "method": "ωB97M-V with the def2-TZVPD basis set", "orbital_gap_ev": 8.3, "smiles": "CCCc1cc(=O)oc2cc(C)cc(OCC(=O)Nc3ccc(CN4CCOCC4)cc3)c12", "e_above_lowest_kcal_mol": 40.4, "e_homo_ev": -8.33, "largest_force_ev_per_a": 0.88, "e_lumo_ev": 0.00, "species": ["C", "C", "H", "H", "C", "C", "C", "C", "O", "O", "C", "C", "C", "C", "C", "C", "O", "C", "H", "C", "O", "N", "C", "C", "C", "C", "C", "C", "H", "H", "C", "N", "C", "C", "H", "O", "C", "C", "H", "H", "H", "H", "H", "H", "H", "H", "H", "H", "H", "H", "H", "H", "C", "H", "H", "H", "H", "H", "H", "H", "H", "H", "H"], "coordinates": [[3.024006, -1.260857, 1.627190], [3.287443, 0.036962, 0.875818], [2.650912, 0.824033, 1.286028], [4.327751, 0.335514, 1.021619], [3.006374, -0.072709, -0.631157], [3.978208, -1.001019, -1.301449], [5.204001, -0.500119, -1.590293], [6.272657, -1.270862, -2.175983], [7.372250, -0.861642, -2.454628], [5.987909, -2.587852, -2.420340], [4.780250, -3.127630, -2.160356], [4.668915, -4.481224, -2.471660], [3.483673, -5.148350, -2.258286], [2.403919, -4.438059, -1.734781], [2.492504, -3.095771, -1.417658], [3.710855, -2.389825, -1.611721], [1.418591, -2.406462, -0.932888], [0.313631, -3.124506, -0.422266], [0.633388, -3.921466, 0.257606], [-0.596243, -2.171036, 0.368482], [-1.198507, -2.551466, 1.345188], [-0.643123, -0.934581, -0.175672], [-1.292451, 0.214681, 0.293846], [-2.100599, 0.216826, 1.426600], [-2.703680, 1.390370, 1.834082], [-2.527243, 2.574415, 1.127989], [-1.723480, 2.562290, -0.003504], [-1.106650, 1.397011, -0.416673], [-0.479486, 1.402205, -1.297614], [-1.573097, 3.471140, -0.568786], [-3.192608, 3.839883, 1.600284], [-4.560457, 3.571621, 2.010843], [-5.443031, 3.190740, 0.919001], [-5.912969, 4.393589, 0.089924], [-6.668606, 4.089370, -0.635959], [-6.524552, 5.372607, 0.904161], [-5.648757, 5.806623, 1.923690], [-5.183874, 4.627772, 2.788792], [-4.487654, 4.974236, 3.554700], [-6.058818, 4.190436, 3.280666], [-6.211942, 6.526588, 2.519584], [-4.779230, 6.315595, 1.477780], [-5.062016, 4.838456, -0.450114], [-4.929624, 2.470145, 0.280457], [-6.318227, 2.707476, 1.364320], [-2.657820, 4.207952, 2.483295], [-3.106585, 4.610340, 0.816664], [-3.335635, 1.398134, 2.708035], [-2.246444, -0.695740, 1.979296], [-0.082666, -0.793627, -1.006408], [-0.283188, -3.566360, -1.234018], [1.475680, -4.966612, -1.588996], [3.330864, -6.600472, -2.579381], [4.248822, -7.003872, -2.996154], [2.525475, -6.746427, -3.297634], [3.078572, -7.160820, -1.680202], [5.533473, -4.977969, -2.880923], [5.444426, 0.530600, -1.380290], [3.123868, 0.920222, -1.071537], [1.984269, -0.398653, -0.779209], [1.978422, -1.547796, 1.545091], [3.259084, -1.136535, 2.681723], [3.639069, -2.067513, 1.233786]], "forces_ev_per_angstrom": [[0.07, 0.20, 0.01], [-0.16, -0.13, -0.01], [0.05, 0.06, 0.00], [-0.02, 0.09, -0.01], [-0.03, 0.28, 0.18], [0.46, 0.39, -0.16], [-0.48, -0.12, 0.12], [0.51, 0.40, -0.06], [-0.37, -0.21, 0.07], [0.19, -0.08, -0.08], [-0.82, -0.26, 0.19], [0.01, 0.07, 0.01], [0.22, 0.35, 0.02], [-0.26, 0.13, 0.13], [0.26, -0.25, -0.19], [0.18, -0.36, -0.16], [0.16, 0.06, -0.08], [-0.28, -0.31, 0.23], [-0.05, 0.15, -0.06], [0.48, -0.28, -0.37], [-0.11, -0.13, 0.15], [0.18, 0.24, -0.42], [-0.20, 0.27, 0.14], [0.01, -0.18, 0.09], [0.11, 0.16, -0.16], [0.06, 0.03, -0.05], [-0.06, -0.03, 0.13], [0.03, -0.15, 0.03], [0.07, -0.01, -0.11], [-0.01, 0.10, -0.06], [-0.03, 0.04, 0.07], [0.07, 0.03, 0.08], [-0.20, 0.19, -0.19], [0.14, -0.33, -0.02], [0.10, -0.02, -0.03], [-0.11, -0.01, 0.04], [0.15, -0.08, 0.29], [-0.16, 0.25, -0.14], [-0.02, 0.00, 0.04], [0.01, 0.10, 0.05], [0.10, 0.01, 0.00], [-0.07, 0.00, 0.03], [-0.08, -0.01, 0.00], [-0.08, -0.04, -0.02], [-0.01, -0.03, -0.11], [-0.05, 0.09, -0.08], [0.07, -0.03, 0.08], [-0.09, -0.03, 0.10], [-0.01, -0.03, 0.01], [-0.05, -0.12, 0.19], [0.12, 0.01, 0.09], [-0.13, -0.02, 0.04], [0.00, -0.01, 0.00], [0.04, -0.08, -0.04], [-0.04, -0.06, -0.05], [-0.01, -0.08, 0.03], [0.11, -0.08, -0.06], [0.01, 0.08, 0.01], [-0.01, -0.05, -0.05], [0.07, 0.16, -0.02], [-0.10, -0.07, 0.02], [0.01, -0.07, 0.09], [0.04, -0.15, 0.01]]}

4.
{"formula": "C6H31NO10", "method": "ωB97M-V with the def2-TZVPD basis set", "orbital_gap_ev": 9.5, "smiles": "CN[C@H](C=O)C(C)C.O.O.O.O.O.O.O.O.O", "e_above_lowest_kcal_mol": 33.1, "e_homo_ev": -9.23, "largest_force_ev_per_a": 2.42, "e_lumo_ev": 0.31, "species": ["C", "N", "C", "C", "C", "C", "C", "O", "H", "H", "H", "H", "H", "H", "H", "H", "H", "H", "H", "H", "H", "H", "H", "O", "H", "H", "O", "H", "H", "O", "H", "H", "O", "H", "H", "O", "H", "H", "O", "H", "H", "O", "H", "H", "O", "H", "H", "O"], "coordinates": [[-0.651041, 2.077084, 0.416412], [-0.609926, 0.680169, 0.009461], [0.498759, 0.414229, -0.913490], [0.775883, -1.093222, -1.139465], [0.972527, -1.626707, 0.284098], [-0.409293, -1.855994, -1.795516], [0.296377, 1.168357, -2.225239], [1.239612, 1.516010, -2.897039], [0.306384, 2.366612, 0.861439], [-1.534219, 2.301953, 1.049775], [-0.744467, 2.706679, -0.467859], [-1.546785, 0.373495, -0.216489], [1.423650, 0.791719, -0.439391], [1.618975, -1.315193, -1.801739], [1.461403, -0.782862, 0.796531], [1.629440, -2.483601, 0.422663], [0.077000, -1.910519, 0.827476], [-0.583643, -1.451129, -2.794673], [-0.300509, -2.911241, -2.135165], [-1.274858, -1.821598, -1.150162], [-0.753472, 1.283864, -2.520035], [2.753305, 4.370038, 1.228480], [2.231542, 3.625312, 0.042093], [2.508940, 3.472261, 0.973699], [-3.833504, -0.248748, -1.777926], [-3.457977, -1.621015, -1.336857], [-3.333249, -1.011557, -2.090706], [-0.520112, -0.255141, 1.865486], [0.579180, 0.018406, 2.984044], [-0.284393, -0.400605, 2.813144], [3.473309, 3.636028, -2.083825], [2.074734, 2.863210, -2.178089], [2.534786, 3.662864, -1.865129], [2.985833, -2.748287, -3.387333], [1.725490, -3.665873, -3.316478], [2.578177, -3.472972, -2.908838], [-1.076139, -2.174359, 2.765681], [-0.625009, -3.527722, 2.191981], [-1.401825, -3.053593, 2.502256], [1.600649, 2.017161, 2.591309], [2.733924, 1.326125, 1.979599], [1.994407, 1.130811, 2.572272], [-1.984461, -0.067376, 3.219912], [-3.015391, 1.076915, 3.002813], [-2.939135, 0.120365, 3.075929], [-3.289904, -0.515127, 1.389311], [-2.864372, -1.932747, 0.969516], [-3.040604, -1.052479, 0.606060]], "forces_ev_per_angstrom": [[-0.10, 0.14, -0.44], [0.44, -0.02, 0.89], [-0.57, 0.31, -0.47], [-1.42, -1.94, 0.24], [1.39, 0.37, 0.38], [0.35, 0.00, -1.05], [0.74, -1.13, 0.68], [-0.50, 0.23, -0.38], [-0.38, -0.07, 0.34], [0.72, -0.28, -0.12], [-0.14, 0.53, -0.20], [0.22, -0.61, -0.57], [-0.36, 0.14, -0.21], [0.27, 0.69, 0.47], [-0.17, -0.65, 0.51], [0.23, -0.13, -0.63], [-0.31, 0.38, -0.39], [-0.67, 0.66, 0.19], [0.78, 0.32, 1.12], [-0.29, 0.22, -0.21], [-0.20, 0.23, -0.37], [0.10, -0.15, 0.30], [0.39, -0.40, 0.14], [-0.30, 0.56, -0.43], [0.03, -0.02, -0.14], [0.21, 0.49, -0.45], [-0.48, -0.22, 0.18], [0.70, 0.33, 0.26], [-0.22, -0.14, -0.46], [-0.64, -0.13, 0.05], [-0.33, -0.37, -0.10], [0.72, 0.12, -0.30], [-0.27, 0.46, 0.47], [-0.16, 0.02, -0.23], [0.24, 0.23, -0.09], [-0.04, -0.25, 0.29], [0.20, -0.27, 0.05], [0.01, 0.02, 0.06], [-0.24, 0.18, -0.07], [-0.08, -0.20, 0.15], [0.06, -0.34, 0.07], [0.18, 0.70, -0.12], [-0.23, 0.29, 0.00], [0.10, -0.02, 0.19], [-0.07, 0.08, 0.05], [0.25, -0.45, -0.05], [0.14, 0.13, 0.20], [-0.30, -0.03, 0.24]]}